[1]
Here is a structure of composition C10H21N5OPtSSiTe in a non-equilibrium geometry from the Open Molecules 2025 dataset. Energies are from wB97M-V/def2-TZVPD.

```
41
Properties=species:S:1:pos:R:3:forces:R:3:nbo_charge:R:1
Pt -0.05700 0.35260 0.28430 0.3 0.1 -0.4 0.419
C 1.70770 -2.51640 2.63060 0.2 0.4 -0.6 -1.100
Si 2.41100 -1.67360 1.07190 0.2 -0.5 -0.1 1.573
C 4.29830 -1.95910 0.96390 -0.7 0.3 0.2 -1.102
C 1.74300 -2.62990 -0.50290 0.6 0.1 0.5 -0.664
C 1.94660 0.17090 1.03690 -0.4 -0.2 -0.1 -1.255
H 1.96440 -3.57070 2.66630 0.1 -0.2 -0.1 0.240
H 0.62470 -2.43750 2.67480 -0.2 0.0 -0.1 0.241
H 2.10300 -2.05040 3.52880 0.1 0.1 0.1 0.235
H 4.53930 -3.01770 0.98520 0.0 -0.2 0.0 0.237
H 4.80540 -1.48820 1.79840 0.2 0.1 0.2 0.234
H 4.71170 -1.54000 0.05150 0.0 0.1 -0.2 0.231
H 1.64490 -3.69510 -0.29300 0.1 0.0 0.0 0.247
H 2.42390 -2.50340 -1.34650 0.2 -0.1 0.1 0.218
H 0.49840 -1.16410 -1.28350 -0.2 -0.7 0.0 0.390
H 2.65420 0.73740 0.42430 0.0 0.0 0.0 0.218
H 1.99120 0.57360 2.05390 0.1 -0.1 0.0 0.229
N -2.99920 2.03010 3.07920 0.3 0.2 0.0 -0.779
C -1.74090 1.67920 2.74820 -0.1 0.6 0.0 0.309
N -0.90200 2.63490 2.32200 -0.1 0.1 0.1 -0.779
S -1.22480 0.09640 2.89680 0.6 -0.7 -0.7 -0.194
H -3.27700 2.99690 3.13950 0.0 0.0 0.0 0.397
H -3.58890 1.34670 3.52050 0.0 -0.1 -0.1 0.423
H -1.24920 3.52760 2.00850 0.0 0.0 0.0 0.398
H -0.01640 2.31160 1.93690 -0.3 0.2 0.2 0.432
O -0.12770 3.10680 -0.53050 1.2 -1.8 -1.6 -0.495
C 0.19810 2.01470 -0.78310 -1.7 1.2 2.6 0.453
N 0.45440 -2.12160 -0.92260 1.3 0.7 -0.6 -0.613
C -0.72250 -2.55660 -0.56530 -2.6 1.1 0.2 0.337
N -0.99160 -3.68660 -0.06610 2.4 -0.1 0.0 -0.645
C -2.00700 -4.38180 0.27360 -0.8 -0.4 0.2 0.426
N -2.83490 -5.11860 0.60890 -0.5 -0.1 0.1 -0.452
C -3.60550 1.33400 -0.82330 0.1 -0.1 0.3 -0.948
Te -2.36300 -0.49370 -0.85530 -0.4 0.2 0.0 0.667
C -3.57990 -1.35190 0.68620 0.2 0.0 -0.2 -0.874
H -3.92120 1.55450 0.19160 0.0 0.1 0.2 0.207
H -4.48240 1.19260 -1.44710 -0.1 -0.2 -0.1 0.219
H -3.03080 2.16710 -1.21130 0.2 0.1 -0.1 0.213
H -4.61460 -1.09910 0.49160 -0.1 0.1 -0.2 0.223
H -3.28100 -0.97240 1.65540 0.1 0.1 0.0 0.233
H -3.46160 -2.42700 0.67970 0.0 -0.2 -0.1 0.252
```
Forces are in eV/Å.

energy relative to the best compared isomer or geometry (same formula, charge and spin)	2.533	eV
maximum force	3.33	eV Å⁻¹
HOMO energy (alpha / beta)	-6.974 / -6.246	eV
frontier orbital gap (alpha / beta)	5.387 / 4.099	eV
DFT total energy	-49458.443	eV

---

[2]
Here is a structure of composition C10H22AsCl3MgN2O2S3SbSi from the Open Molecules 2025 dataset. Energies are from wB97M-V/def2-TZVPD.

```
46
Properties=species:S:1:pos:R:3:forces:R:3:nbo_charge:R:1
Mg -1.03504 -0.39296 -0.65539 0.0 -0.1 -0.1 1.556
C -4.55629 -1.68147 1.61345 0.0 0.0 0.0 -0.675
C -3.28816 -1.07898 1.09036 0.0 0.0 0.0 0.235
N -3.01780 -1.12181 -0.16292 0.0 0.0 0.0 -0.283
O -3.96157 -1.77747 -0.91798 0.0 0.0 0.0 -0.608
C -2.29991 -0.46792 1.98938 0.0 0.0 0.0 0.031
C -2.59920 -0.05709 3.39431 0.0 0.0 0.0 -0.659
N -1.11701 -0.24685 1.48434 0.0 0.0 0.0 -0.192
O -0.20458 0.27599 2.22835 0.0 0.0 0.0 -0.628
H -4.66911 -2.68647 1.20608 0.0 0.0 0.0 0.239
H -5.41554 -1.10416 1.26580 0.0 0.0 0.0 0.232
H -4.56215 -1.72197 2.69944 0.0 0.0 0.0 0.206
H -3.61046 -1.74697 -1.84848 0.0 0.0 0.0 0.513
H -3.66994 0.00026 3.58622 0.0 0.0 0.0 0.195
H -2.14783 0.92322 3.56096 0.0 0.0 0.0 0.242
H -2.14094 -0.73375 4.12352 0.0 0.0 0.0 0.207
S 0.01000 -3.50692 -5.46105 0.0 0.0 0.0 -0.865
Sb -0.81903 -1.89431 -4.05954 0.0 0.0 0.0 1.090
S -3.11772 -1.66529 -3.93285 0.0 0.0 0.0 -0.898
S 0.02413 -2.22569 -1.85117 0.0 0.0 0.0 -1.085
C 2.57329 1.85971 1.98133 0.0 0.0 0.0 -0.626
C 2.51448 2.07147 0.47200 0.0 0.0 0.0 -0.716
As 1.64782 0.58242 -0.48140 0.0 0.0 0.0 0.864
C 2.85840 -0.88700 0.02254 0.0 0.0 0.0 -0.724
C 2.28319 -1.73432 1.15443 0.0 0.0 0.0 -0.623
C 2.29413 0.94102 -2.30433 0.0 0.0 0.0 -0.733
C 3.80273 0.98654 -2.51171 0.0 0.0 0.0 -0.613
H 2.99285 2.73809 2.48132 0.0 0.0 0.0 0.183
H 3.20565 1.00443 2.23359 0.0 0.0 0.0 0.189
H 1.58046 1.66007 2.38343 0.0 0.0 0.0 0.257
H 3.51851 2.20612 0.06161 0.0 0.0 0.0 0.188
H 1.92938 2.95911 0.22773 0.0 0.0 0.0 0.232
H 3.83367 -0.46793 0.28758 0.0 0.0 0.0 0.192
H 2.98039 -1.49572 -0.87519 0.0 0.0 0.0 0.233
H 2.00171 -1.12760 2.01556 0.0 0.0 0.0 0.224
H 2.99629 -2.50058 1.47381 0.0 0.0 0.0 0.183
H 1.37766 -2.24160 0.81701 0.0 0.0 0.0 0.225
H 1.82545 1.88110 -2.60395 0.0 0.0 0.0 0.228
H 1.84946 0.15151 -2.91395 0.0 0.0 0.0 0.241
H 4.26709 1.80075 -1.95147 0.0 0.0 0.0 0.189
H 4.04447 1.13673 -3.56741 0.0 0.0 0.0 0.200
H 4.27581 0.05374 -2.19952 0.0 0.0 0.0 0.200
Cl -0.38422 3.65605 -1.37342 0.0 0.0 0.0 -0.511
Si -1.89679 2.11265 -1.34061 0.0 0.0 0.0 0.632
Cl -3.16042 2.88708 0.21284 0.0 0.0 0.0 -0.500
Cl -3.01329 2.67678 -3.05464 0.0 0.0 0.0 -0.468
```
Forces are in eV/Å.

energy relative to the best compared isomer or geometry (same formula, charge and spin)	0.000	eV
spin multiplicity	2
maximum force	0.10	eV Å⁻¹
HOMO energy (alpha / beta)	-1.394 / -2.229	eV
charge	-2
frontier orbital gap (alpha / beta)	6.009 / 6.367	eV
DFT total energy	-168581.261	eV

---

[3]
Here is a structure of composition C10H22BrFPbSSi in a non-equilibrium geometry from the Open Molecules 2025 dataset. Energies are from wB97M-V/def2-TZVPD.

```
37
Properties=species:S:1:pos:R:3:forces:R:3:nbo_charge:R:1
C -0.55299 3.47417 1.05567 0.1 0.0 0.1 -0.606
C -1.38456 2.21351 1.33585 0.0 0.0 0.0 -0.211
C -2.30782 1.90081 0.15729 -0.1 0.1 0.1 -0.616
C -0.48308 1.02897 1.77235 -0.2 0.2 -0.1 -0.949
Si -0.03912 -0.29833 0.55518 0.1 -0.1 0.2 2.009
F 0.09974 0.30023 -0.96263 0.0 0.0 -0.1 -0.681
C 1.69576 -0.91792 0.95033 0.1 0.2 -0.1 -0.943
C 2.77879 -0.08570 0.23100 -0.2 -0.2 -0.1 -0.423
C 3.42325 -0.86458 -0.92029 0.4 0.0 0.1 -0.457
S 2.46528 -0.62613 -2.48536 0.2 0.3 -1.0 0.120
C -1.23950 -1.72641 0.62318 0.1 0.1 -0.3 -0.976
C -1.35505 -2.75214 -0.50468 -0.6 0.0 0.3 -0.147
C -2.53301 -2.51613 -1.45615 0.0 0.0 0.0 -0.646
Br 0.30370 -2.99817 -1.58939 0.2 -0.1 0.0 -0.079
H -0.98798 4.07588 0.25761 0.0 0.0 0.0 0.217
H 0.47736 3.22285 0.78771 0.0 0.0 -0.2 0.182
H -0.49026 4.10960 1.93874 0.0 0.0 0.0 0.231
H -2.02821 2.42838 2.18962 0.0 0.0 0.0 0.216
H -1.77329 1.91962 -0.79394 0.0 -0.1 0.0 0.202
H -2.81712 0.94053 0.27190 0.0 0.0 0.0 0.199
H -3.08820 2.65912 0.09109 0.0 0.0 0.0 0.234
H -0.98383 0.48670 2.58484 0.1 -0.1 0.0 0.262
H 0.43838 1.41710 2.21548 0.0 0.0 0.0 0.245
H 1.79508 -1.97043 0.68524 0.0 0.0 0.1 0.247
H 1.83684 -0.85733 2.03094 0.0 0.0 0.0 0.270
H 3.58109 0.23989 0.89372 0.1 -0.2 0.0 0.259
H 2.34774 0.83108 -0.18243 0.1 0.1 0.1 0.209
H 3.34240 -1.94918 -0.81407 0.0 0.0 0.0 0.278
H 4.46749 -0.61887 -1.09585 0.0 0.1 -0.1 0.244
H 2.58947 0.72848 -2.56282 -0.8 0.4 1.2 0.009
H -0.98228 -2.24047 1.55588 0.0 0.0 0.0 0.266
H -2.23621 -1.30703 0.77560 0.0 -0.1 0.1 0.268
H -1.44873 -3.73339 -0.05283 0.2 -0.1 -0.1 0.234
H -3.20919 -3.36856 -1.41932 0.0 0.0 0.0 0.246
H -2.22439 -2.39316 -2.49046 0.0 0.0 0.0 0.232
H -3.10071 -1.63711 -1.15623 0.0 0.1 -0.1 0.222
Pb 3.62315 0.88412 -4.47274 0.2 -0.7 -0.3 1.638
```
Forces are in eV/Å.

maximum force	1.46	eV Å⁻¹
HOMO energy	-15.018	eV
charge	+2
frontier orbital gap	3.963	eV
DFT total energy	-107430.607	eV

---

[4]
Here is a structure of composition C10H22BrO4Ti in a non-equilibrium geometry from the Open Molecules 2025 dataset. Energies are from wB97M-V/def2-TZVPD.

```
38
Properties=species:S:1:pos:R:3:forces:R:3:nbo_charge:R:1
Ti -1.59502 0.12980 1.04917 -1.2 -2.0 -0.5 1.398
C -1.74826 0.85447 -2.96214 0.0 -0.5 -0.4 -0.633
C -2.78916 0.91485 -1.83921 0.6 -0.1 1.1 -0.019
O -2.82743 -0.13457 -0.94888 1.0 0.5 0.6 -0.956
H -1.64321 1.88405 -3.32130 0.2 -0.1 -0.4 0.169
H -2.03606 0.18261 -3.78038 -0.3 0.2 -0.1 0.177
H -0.77575 0.44903 -2.66644 0.0 0.3 0.5 0.199
H -3.75593 1.12406 -2.33570 -0.2 0.0 0.1 0.101
H -2.51645 1.83311 -1.27735 -0.3 0.4 -0.2 0.099
C -1.03605 -2.24541 3.43916 -0.1 -0.3 0.8 -0.626
C -1.92600 -2.83689 2.37624 -2.6 -0.2 -1.0 -0.047
O -2.88766 -1.96715 1.83996 2.0 1.3 -0.1 -0.961
H -0.43932 -1.37473 3.16329 0.2 -0.3 -0.4 0.208
H -0.41446 -3.04409 3.86706 0.4 0.2 -0.1 0.167
H -1.65891 -1.89154 4.26808 -0.2 0.0 -0.1 0.191
H -2.53006 -3.66743 2.80808 0.2 -0.1 0.8 0.091
H -1.46014 -3.44280 1.57585 1.1 0.6 -0.1 0.112
Br -2.69087 1.87866 3.02738 0.4 -0.2 -0.5 -0.805
C 3.01949 -1.40387 0.56221 -1.2 0.0 -0.2 -0.684
C 1.57054 -1.15503 0.13222 1.2 -0.3 -2.1 0.257
O 0.66106 -0.86268 0.99200 -1.3 0.6 0.7 -0.847
C 1.24335 -1.48390 -1.34997 -0.7 0.1 1.6 -0.693
H 2.99361 -2.18218 1.33777 0.4 0.3 0.4 0.185
H 3.48419 -0.46806 0.90004 0.2 -0.2 0.5 0.168
H 3.65801 -1.78037 -0.24182 -0.2 0.0 -0.2 0.178
H 1.75585 -2.38879 -1.69362 0.4 0.3 -0.3 0.175
H 1.41979 -0.59274 -1.96115 0.2 -0.3 -0.6 0.172
H 0.18046 -1.73588 -1.43038 -0.1 0.3 0.0 0.229
C 0.63643 2.83406 -1.51454 0.4 0.7 0.8 -0.716
C 1.08617 2.40633 -0.12621 -0.7 0.2 -0.7 0.615
O 0.27456 2.24023 0.75305 0.0 -0.3 0.2 -0.541
C 2.57537 2.26922 0.12627 -1.5 -0.3 0.4 -0.737
H -0.42772 3.05690 -1.53142 -0.1 -0.8 -0.1 0.243
H 1.00796 2.08837 -2.21481 -0.3 0.2 -0.4 0.231
H 1.08051 3.82374 -1.68208 0.5 -0.2 -0.3 0.202
H 2.80568 3.17287 0.69317 0.6 -0.1 -0.1 0.219
H 3.12618 2.13312 -0.79839 0.3 0.1 0.1 0.207
H 2.57925 1.38263 0.76479 0.6 0.1 0.0 0.272
```
Forces are in eV/Å.

energy relative to the best compared isomer or geometry (same formula, charge and spin)	0.000	eV
spin multiplicity	4
maximum force	2.85	eV Å⁻¹
HOMO energy (alpha / beta)	1.407 / -0.603	eV
charge	-2
frontier orbital gap (alpha / beta)	3.546 / 5.519	eV
DFT total energy	-112072.249	eV

---

[5]
Here is a structure of composition C10H22EuN3 in a non-equilibrium geometry from the Open Molecules 2025 dataset. Energies are from wB97M-V/def2-TZVPD.

```
36
Properties=species:S:1:pos:R:3:forces:R:3:mulliken_spin:R:1
C -1.41551 0.68523 -3.27323 -0.8 -0.2 -0.6 -0.011
Eu 0.36045 1.04310 -1.78857 1.0 1.3 0.8 6.993
N 3.15608 0.38745 -0.18640 0.1 -1.0 0.7 -0.121
N 2.15212 0.10579 -3.27903 0.1 -0.3 -0.8 0.033
H 2.56644 -0.48192 -0.16095 -0.1 0.3 -0.1 0.010
H 2.53474 1.21996 -0.25488 0.1 0.7 -0.2 0.027
H -2.08692 1.53575 -3.07365 -0.2 -0.1 -0.2 0.004
H -1.89287 -0.26270 -2.97618 -0.2 0.2 -0.3 -0.007
H -1.13932 0.68322 -4.33212 -0.3 -0.1 -0.2 -0.006
H 2.34594 -0.82962 -2.90695 0.3 0.1 -0.1 -0.004
H 3.03531 0.54980 -3.54116 0.0 -0.1 0.4 0.000
H 1.65824 -0.03995 -4.16574 0.0 -0.1 0.1 -0.012
H 3.79381 0.33625 -0.98548 0.4 0.2 -0.4 0.033
H 3.69971 0.46414 0.68566 0.2 0.1 0.1 0.049
C -1.76382 1.72652 1.34407 -0.1 -0.3 0.1 -0.002
N -0.71034 1.32024 2.23356 0.3 0.7 0.2 -0.008
C -1.03158 1.25919 3.63148 -0.2 -0.3 -0.2 0.001
C 0.39811 0.54353 1.71644 0.1 0.4 0.3 -0.015
C -0.02591 -0.69171 0.95738 -0.4 -1.3 0.6 0.025
C -0.87897 -1.61324 1.60326 0.0 0.4 -0.3 0.000
C -1.45519 -2.64831 0.86226 0.2 0.0 0.3 -0.001
C -1.13838 -2.79996 -0.48662 0.3 0.2 -0.7 -0.001
C -0.21780 -1.91566 -1.10010 -0.9 -1.3 1.0 0.027
C 0.40254 -0.93477 -0.34162 0.4 0.9 -0.6 -0.023
H -2.40251 2.43360 1.89501 0.1 -0.1 -0.4 -0.002
H -2.40234 0.88764 1.00545 0.1 0.1 0.0 -0.002
H -1.36916 2.23476 0.44217 -0.1 -0.1 0.4 0.015
H -1.72246 0.42688 3.86938 0.1 0.1 0.2 0.000
H -0.10995 1.12507 4.21526 -0.3 0.1 -0.1 0.001
H -1.52849 2.19731 3.92034 0.2 -0.2 0.1 0.000
H 1.01838 1.24409 1.09977 -0.3 -0.7 0.2 0.013
H 1.01932 0.26472 2.58761 -0.1 0.2 -0.3 0.008
H -1.09189 -1.49660 2.67330 -0.1 -0.1 -0.4 -0.001
H -2.14718 -3.33534 1.35675 0.2 0.1 -0.2 0.001
H -1.58744 -3.60921 -1.07051 0.0 0.3 0.2 -0.001
H -0.02314 -2.01524 -2.17592 0.1 -0.2 0.3 -0.026
```
Forces are in eV/Å.

energy relative to the best compared isomer or geometry (same formula, charge and spin)	2.152	eV
spin multiplicity	8
maximum force	1.90	eV Å⁻¹
HOMO energy (alpha / beta)	-0.505 / -0.468	eV
charge	-1
frontier orbital gap (alpha / beta)	3.391 / 3.329	eV
DFT total energy	-34519.974	eV

---

[6]
Here is a cluster of 6 separate species, C10H22F2NO24PS6 in total in a non-equilibrium geometry from the Open Molecules 2025 dataset. Energies are from wB97M-V/def2-TZVPD.

```
66
Properties=species:S:1:pos:R:3:forces:R:3:nbo_charge:R:1
O 1.73149 1.25689 -2.05709 -5.9 -2.8 -1.8 -0.827
S 0.26651 0.72520 -2.30050 2.1 4.8 5.3 2.187
O -0.62805 0.92074 -1.05301 2.6 -1.0 -5.5 -0.798
F -0.35669 1.72016 -3.59107 1.0 -2.5 2.1 -0.473
N 0.40759 -0.95349 -2.76087 1.5 3.2 0.1 -0.507
F -0.75425 -1.47877 -3.21702 -0.7 -0.2 0.3 -0.168
P 1.17826 -1.95807 -1.50560 1.5 -2.6 2.3 1.464
O 2.89186 -1.49609 -1.46227 -2.7 -0.7 -0.1 -0.948
O 0.58323 -1.62012 0.09633 0.6 0.1 -2.5 -0.979
H 3.43722 -2.26267 -1.81442 -1.4 1.1 0.5 0.516
H -0.33742 -1.98759 0.25055 1.3 0.3 -0.6 0.537
C 0.82545 -4.55460 3.00391 0.1 0.5 0.4 -0.103
C -0.27420 -4.91524 3.99911 0.5 -0.4 0.2 -0.102
O -1.49471 -4.76297 3.27804 0.2 0.3 -1.1 -0.673
S -1.23348 -5.13073 1.71058 -0.2 -0.4 -0.7 2.498
O -1.64194 -6.50098 1.49448 0.4 1.9 0.1 -0.874
O -1.70324 -4.03203 0.89904 3.8 -3.4 0.2 -0.873
O 0.39570 -5.08626 1.75178 -0.7 -0.3 0.3 -0.681
H 0.92093 -3.46911 2.89829 0.0 -0.1 0.1 0.192
H 1.79292 -4.97836 3.28622 -0.2 -0.1 -0.2 0.210
H -0.26480 -4.27124 4.88169 -0.2 0.0 -0.3 0.214
H -0.19501 -5.96182 4.31173 0.1 0.1 0.0 0.193
C -4.37632 0.01546 2.47757 0.3 0.5 0.4 -0.099
C -2.85661 -0.08538 2.37734 -0.1 0.6 -0.6 -0.127
O -2.53627 -1.38757 2.86156 -0.9 -0.9 0.2 -0.689
S -3.75637 -2.40513 2.49233 -0.4 -0.3 -0.4 2.494
O -3.40394 -3.11128 1.28060 -3.9 2.5 2.6 -0.867
O -4.17343 -3.07624 3.70149 0.7 0.6 -1.5 -0.886
O -4.86854 -1.27391 2.11641 0.8 -0.5 0.0 -0.679
H -4.69052 0.22439 3.50528 0.1 0.1 -0.1 0.187
H -4.78419 0.77983 1.81076 0.0 -0.3 0.0 0.213
H -2.34850 0.68118 2.96723 -0.2 -0.7 -0.2 0.255
H -2.52530 -0.02159 1.33547 -0.1 0.1 0.0 0.185
C 5.38216 3.08355 -3.02186 -0.1 -0.6 0.4 -0.100
C 4.11035 3.51180 -2.29466 -0.3 -0.4 -0.6 -0.106
O 4.48604 4.65233 -1.52600 1.1 0.4 -0.2 -0.674
S 5.65305 5.46714 -2.32261 0.0 0.4 0.1 2.491
O 5.03075 6.55207 -3.04841 1.1 -1.2 1.0 -0.881
O 6.76996 5.65794 -1.42677 -1.5 0.0 -1.1 -0.878
O 6.03759 4.29611 -3.38971 -0.5 0.9 0.5 -0.677
H 6.04785 2.52501 -2.35595 -0.1 0.0 -0.1 0.189
H 5.16767 2.48175 -3.90905 0.1 0.3 0.1 0.212
H 3.71485 2.72453 -1.64848 0.1 0.3 0.0 0.230
H 3.33641 3.82288 -3.00429 0.1 -0.1 0.0 0.192
C -0.78615 2.16666 6.85185 0.8 -0.1 0.1 -0.102
C -0.20955 3.54630 6.54550 -0.2 0.1 0.8 -0.105
O -0.59894 3.82365 5.20229 -0.8 -0.9 -0.5 -0.667
S -2.04136 3.11941 4.91263 -0.3 0.7 0.3 2.505
O -3.07358 4.11719 5.08608 1.2 -1.6 -0.5 -0.866
O -1.92301 2.30775 3.72367 -0.1 1.6 1.4 -0.904
O -2.06122 2.13594 6.21274 -0.1 0.9 -0.8 -0.672
H -0.16763 1.37537 6.41614 0.0 0.1 0.1 0.192
H -0.89374 1.99341 7.92594 -0.2 0.1 -0.3 0.217
H 0.87810 3.57472 6.64538 -0.2 0.0 -0.3 0.218
H -0.65412 4.31136 7.19077 0.1 -0.1 0.0 0.196
C -0.55106 0.25730 -7.73986 -0.6 0.4 -0.2 -0.101
C -1.42922 0.17469 -6.49417 0.5 0.5 0.2 -0.106
O -1.82003 -1.19343 -6.40314 0.5 -0.6 -0.8 -0.673
S -0.62178 -2.12737 -6.99676 0.0 -0.5 0.0 2.492
O 0.17034 -2.60547 -5.88542 -0.9 0.4 -1.6 -0.887
O -1.17997 -3.00376 -8.00014 0.8 1.0 1.5 -0.870
O 0.21503 -0.94614 -7.74666 -0.4 -0.6 0.8 -0.674
H -1.15911 0.27912 -8.64999 0.0 0.0 0.1 0.193
H 0.10849 1.12906 -7.72291 0.1 -0.3 0.0 0.213
H -2.30642 0.82280 -6.55922 0.0 -0.3 0.0 0.217
H -0.85910 0.42370 -5.59289 -0.1 0.1 -0.2 0.193
```
Forces are in eV/Å.

maximum force	7.46	eV Å⁻¹
HOMO energy	-10.344	eV
SMILES	O=S(=O)(F)N(F)P(O)O.O=S1(=O)OCCO1.O=S1(=O)OCCO1.O=S1(=O)OCCO1.O=S1(=O)OCCO1.O=S1(=O)OCCO1
frontier orbital gap	8.675	eV
DFT total energy	-141081.019	eV